The following is a quantum chemistry calculation of a structure of composition C35H50FO22Pb at a distorted geometry, from the OMol25 dataset.

Each line ends with the Löwdin charge.
Element x y z (Å)
Pb: 1.58139 -0.25909 -2.73895  1.080
C: 6.14012 -0.43026 -7.50071  -0.212
O: 5.00998 0.27755 -7.01146  -0.111
H: 6.24593 -0.48807 -8.58402  0.096
H: 7.08706 0.04998 -7.25420  0.079
H: 6.29762 -1.46550 -7.19812  0.068
C: -8.88335 0.13673 -6.73730  -0.029
C: -7.67710 0.59142 -7.54535  -0.253
C: -7.41824 2.11446 -7.49522  -0.128
O: -6.10268 2.28168 -7.12477  0.073
C: -5.56038 1.07950 -6.83384  -0.586
O: -4.39688 0.94338 -6.53502  0.133
O: -6.40864 0.10078 -7.00375  0.109
H: -9.85873 0.37983 -7.15877  0.088
H: -8.88784 0.48791 -5.70544  0.089
H: -8.98695 -0.94609 -6.66744  0.082
H: -7.74929 0.31904 -8.59829  0.150
H: -8.00142 2.61704 -6.72359  0.135
H: -7.54595 2.56215 -8.48080  0.137
C: 9.52669 5.81928 2.05250  -0.026
C: 8.01430 5.60957 2.25103  -0.299
C: 7.16585 6.88050 2.11885  -0.060
O: 6.01541 6.31102 1.48621  0.100
C: 6.37454 5.31367 0.75962  -0.625
O: 5.66669 4.71615 -0.04654  0.117
O: 7.59353 4.95208 1.06976  0.096
H: 9.99754 4.84024 1.96374  0.088
H: 9.84195 6.49640 2.84636  0.086
H: 9.87563 6.34542 1.16395  0.086
H: 7.85851 5.08261 3.19238  0.157
H: 7.68493 7.61419 1.50212  0.141
H: 6.88564 7.25887 3.10192  0.139
C: 1.88241 -8.42792 5.07540  -0.005
C: 0.73933 -8.03985 4.08878  -0.308
C: -0.16660 -6.96110 4.64386  -0.081
O: -0.40355 -6.08090 3.53008  0.100
C: 0.47725 -6.32477 2.60827  -0.572
O: 0.68284 -5.59505 1.62493  0.098
O: 1.20706 -7.40684 2.90756  0.093
H: 2.09221 -9.46165 4.80064  0.080
H: 1.52943 -8.34584 6.10340  0.082
H: 2.76172 -7.79313 4.96607  0.091
H: 0.14580 -8.92123 3.84592  0.151
H: 0.36943 -6.39959 5.40903  0.130
H: -1.07831 -7.28314 5.14702  0.140
C: -2.59872 9.07034 1.89611  -0.029
C: -3.00523 8.10184 0.81496  -0.339
C: -3.12838 8.66500 -0.57168  -0.080
O: -2.35674 7.71048 -1.30652  0.068
C: -1.97431 6.66162 -0.56124  -0.534
O: -1.65934 5.56471 -1.00728  0.121
O: -2.21035 6.91123 0.73850  0.105
H: -1.66643 9.59972 1.69935  0.090
H: -2.52489 8.57956 2.86656  0.087
H: -3.37371 9.81371 2.08292  0.091
H: -4.02599 7.82690 1.08058  0.148
H: -2.66031 9.64894 -0.60123  0.132
H: -4.14169 8.73796 -0.96665  0.139
C: 6.98123 -2.07733 6.44266  -0.017
C: 7.92762 -2.11484 5.20088  -0.308
C: 8.05257 -3.55001 4.64155  -0.066
O: 7.33821 -3.46234 3.39390  0.097
C: 6.92169 -2.26684 3.13071  -0.548
O: 6.28083 -1.95522 2.13536  0.124
O: 7.28586 -1.43860 4.16767  0.066
H: 7.57236 -2.41205 7.29509  0.080
H: 6.11609 -2.74015 6.42477  0.085
H: 6.57211 -1.09038 6.65867  0.081
H: 8.95408 -1.78259 5.35617  0.151
H: 7.64343 -4.26764 5.35268  0.125
H: 9.06115 -3.93182 4.48318  0.130
C: 2.66243 5.02546 7.10228  -0.022
C: 2.10038 3.63139 7.00854  -0.334
C: 0.55579 3.55340 7.00548  -0.101
O: 0.28013 2.64979 5.97384  0.067
C: 1.39645 2.58989 5.17809  -0.528
O: 1.48313 1.97429 4.11493  0.120
O: 2.37153 3.29035 5.69605  0.084
H: 2.31366 5.48621 8.02649  0.090
H: 2.36112 5.59452 6.22280  0.100
H: 3.74992 4.99674 7.17024  0.088
H: 2.57589 2.89993 7.66196  0.160
H: 0.15785 4.52642 6.71741  0.138
H: 0.20663 3.17186 7.96496  0.139
C: -5.18745 -7.03032 -7.76801  -0.012
C: -3.67628 -7.23743 -7.39065  -0.275
C: -2.64127 -7.34477 -8.50457  -0.043
O: -1.79177 -6.18559 -8.24256  0.091
C: -1.98872 -5.79383 -7.01988  -0.606
O: -1.22520 -4.99965 -6.44493  0.091
O: -3.15687 -6.18143 -6.54870  0.100
H: -5.39354 -6.01226 -8.09843  0.082
H: -5.75758 -7.17728 -6.85070  0.081
H: -5.53547 -7.61347 -8.62060  0.082
H: -3.70077 -8.11689 -6.74719  0.143
H: -3.13942 -7.26575 -9.47085  0.131
H: -2.01686 -8.23815 -8.49580  0.135
F: -4.66890 -1.41959 -0.87820  0.051
C: -5.94991 -1.72975 -0.56910  -0.281
C: -6.35758 -3.01219 -0.64025  -0.059
C: -7.55744 -3.40387 -0.15235  -0.080
C: -8.45521 -2.42832 0.35940  -0.058
C: -8.07611 -1.05025 0.29515  -0.085
C: -6.82438 -0.71312 -0.14616  -0.023
H: -5.60056 -3.67463 -1.03329  0.125
H: -7.78349 -4.45994 -0.14722  0.105
H: -9.39286 -2.70028 0.82119  0.092
H: -8.81025 -0.28078 0.48318  0.101
H: -6.53271 0.32554 -0.19637  0.113

Properties
- LUMO energy: -6.709 eV
- HOMO level: -9.370 eV
- Total charge: +1